Here is 2 unconnected molecules or ions with the total composition C18H23ClN3O4 at a distorted geometry from OMol25. Energies are from the ωB97M-V functional and the def2-TZVPD basis.

The geometry in ORCA input format:
```
! wB97M-V def2-TZVPD RIJCOSX def2/J DEFGRID3
* xyz 1 1
N 2.653 -0.983 0.731
C 1.414 -0.886 -0.046
C 0.464 0.363 0.120
C -0.827 0.313 -0.800
C -1.897 1.524 -0.673
C -2.962 1.017 0.459
C -2.418 1.223 1.958
Cl -2.332 3.003 2.388
N -1.126 -0.710 -1.723
N -0.270 -1.723 -1.799
C 0.943 -1.980 -1.085
C 1.790 -3.316 -1.326
C 0.765 -4.561 -1.147
C 0.708 -5.145 0.348
C -0.109 -4.205 1.380
O -0.956 -5.088 2.205
C -1.473 -4.385 3.326
O -1.427 -4.928 4.464
H 2.833 -0.008 1.055
H 2.528 -1.521 1.607
H 0.684 1.208 0.848
H -2.415 1.671 -1.676
H -1.311 2.435 -0.317
H -3.999 1.466 0.315
H -3.019 -0.130 0.305
H -1.353 0.798 2.106
H -3.086 0.636 2.680
H -0.515 -2.461 -2.493
H 2.376 -3.332 -2.304
H 2.567 -3.373 -0.477
H 1.082 -5.358 -1.909
H -0.325 -4.289 -1.425
H 1.733 -5.467 0.760
H 0.089 -6.122 0.281
H -0.824 -3.474 0.862
H 0.611 -3.696 2.110
H -1.977 -3.356 3.288
C 1.443 6.512 -0.446
C 1.791 5.287 -0.052
C 1.322 4.087 -0.775
O 1.639 2.964 -0.413
C 0.454 4.296 -1.953
C 0.106 5.521 -2.348
C 0.574 6.722 -1.625
O 0.259 7.838 -1.985
H 1.776 7.402 0.072
H 2.426 5.116 0.809
H 0.121 3.405 -2.471
H -0.530 5.691 -3.209
*
```

- E_tot (eV) = -44208.9397
- relative energy (zero: lowest compared OMol25 entry of this formula, charge and spin) (eV) = 1.664

Here is C18H23FN4O in the gas phase from OMol25. Energies are from the ωB97M-V functional and the def2-TZVPD basis.

The geometry in ORCA input format:
```
! wB97M-V def2-TZVPD RIJCOSX def2/J DEFGRID3
* xyz 0 1
C -4.666 1.830 -3.429
C -3.499 1.374 -2.565
C -2.313 0.912 -3.419
C -1.156 0.490 -2.561
C -0.155 1.329 -2.152
C -0.089 2.768 -2.561
N 0.869 0.934 -1.359
C 0.907 -0.301 -0.943
N 1.915 -0.692 -0.129
C 2.965 0.244 0.209
C 3.142 0.330 1.741
N 2.668 -0.868 2.407
C 1.436 -0.887 3.071
C 1.234 -1.881 4.036
C 0.065 -1.971 4.763
C -0.956 -1.057 4.560
C -0.789 -0.060 3.619
C 0.382 0.012 2.887
F 0.455 1.000 1.960
C 2.971 -2.033 1.606
C 2.062 -2.046 0.363
N -0.036 -1.206 -1.318
C -1.132 -0.882 -2.135
O -1.927 -1.763 -2.412
H -5.502 2.147 -2.809
H -5.002 1.018 -4.070
H -4.372 2.665 -4.062
H -3.183 2.192 -1.912
H -3.814 0.544 -1.930
H -2.628 0.049 -4.010
H -2.014 1.712 -4.098
H 0.759 3.238 -2.072
H 0.032 2.851 -3.641
H -1.000 3.290 -2.281
H 2.672 1.205 -0.208
H 3.900 -0.082 -0.264
H 4.211 0.426 1.970
H 2.640 1.203 2.148
H 2.032 -2.583 4.221
H -0.045 -2.753 5.498
H -1.872 -1.120 5.126
H -1.562 0.666 3.422
H 4.024 -1.981 1.321
H 2.814 -2.948 2.178
H 1.082 -2.430 0.670
H 2.476 -2.710 -0.410
H 0.001 -2.173 -1.026
*
```

- E_tot (eV) = -29765.5197
- relative energy (zero: lowest compared OMol25 entry of this formula, charge and spin) (eV) = 0.000

The records above give, respectively, E_LUMO values of -4.8450, 0.6028 eV.